# C9H15P

One molecule with the formula C9H15P in a non-equilibrium geometry (ωB97M-V/def2-TZVPD, the Open Molecules 2025 dataset).

Its HOMO energy (alpha / beta) is -7.22 / -7.20 eV. The value obtained for the HOMO-LUMO gap (alpha / beta) is 7.2 / 7.1 eV. The energy above the lowest of the compared OMol25 structures with the same formula, charge and spin comes out at 89.3 kcal per mole. Its LUMO energy (alpha / beta) is 0.017 / -0.122 eV.

CARTESIAN COORDINATES (ANGSTROEM)
C (-0.1027, -2.4156, 0.1102)
C (0.9534, -1.4855, -0.0867)
C (0.5959, -0.2400, -0.4175)
C (-1.7850, -0.3264, -0.8523)
C (2.3878, -1.9253, 0.0799)
C (1.9973, 1.6413, 0.4157)
C (-2.7349, 1.3776, 0.7689)
C (1.2569, 1.0145, -0.7746)
C (-2.3588, 1.0161, -0.6665)
P (-1.6218, -1.6289, 0.2253)
H (0.0550, -3.4296, 0.4407)
H (2.6607, -1.8966, 1.1351)
H (3.0575, -1.2712, -0.4742)
H (2.5108, -2.9456, -0.2766)
H (2.7654, 0.9658, 0.7868)
H (1.3043, 1.8504, 1.2286)
H (2.4683, 2.5722, 0.1076)
H (-1.8593, 1.2939, 1.4096)
H (-3.4961, 0.6918, 1.1394)
H (-3.1202, 2.3939, 0.8239)
H (1.9671, 0.8354, -1.5946)
H (0.5133, 1.7314, -1.1401)
H (-1.6464, 1.7594, -1.0521)
H (-3.2466, 1.0866, -1.3091)
H (-2.5220, -2.6656, -0.0273)